Record 1
The following is a quantum chemistry calculation of a 4-piece molecular cluster, C2H11NO3 overall at a distorted geometry, from the Open Molecules 2025 dataset.

The geometry in XYZ format:
```
17
Properties=species:S:1:pos:R:3:forces:R:3
C 0.637369 1.125786 1.216384 0.3 0.5 -0.5
C 1.421506 0.117236 1.612823 -1.1 -0.2 0.0
N 1.256673 -1.176495 1.135814 0.5 0.0 0.5
H -0.179815 0.944433 0.536360 -0.1 -0.2 -0.1
H 0.840813 2.175677 1.355482 0.1 0.0 0.7
H 2.132579 0.208797 2.426641 0.4 0.2 -0.4
H 0.363462 -1.401468 0.701710 0.0 0.2 0.3
H 1.566494 -1.862632 1.806765 -0.1 -0.2 -0.2
O 0.831131 0.989198 -1.805149 0.8 -0.6 0.5
H 1.165139 1.335708 -0.952890 -0.4 0.3 -0.3
H 1.205108 0.095183 -1.720101 -0.2 0.1 -0.5
O -1.957356 0.517703 -1.614674 -0.1 -0.4 0.0
H -2.319143 1.400148 -1.702124 0.1 0.2 -0.1
H -1.053536 0.536255 -1.975340 -0.1 0.5 0.2
O -1.611199 -1.504201 0.275177 0.2 0.1 -0.4
H -1.848388 -0.627148 -0.083440 -0.1 -0.1 0.1
H -1.389913 -1.972122 -0.541626 -0.2 -0.2 0.2
```
Forces are in eV/Å.

Output
- E_LUMO (Eh) = 0.026
- electronic energy (eV) = -9884.63940
- energy above the lowest of the compared OMol25 structures with the same formula, charge and spin (kcal/mol) = 12.9
- SMILES = C=CN.O.O.O

Here is what Löwdin gives for the atomic charges, in e: -0.056 -0.278 0.041 0.026 0.048 0.104 0.046 0.079 -0.075 0.024 0.058 -0.065 0.054 0.017 -0.077 0.007 0.047

Record 2
The following is a quantum chemistry calculation of C38H55GdNO2P2 as an isolated structure at a distorted geometry, from the Open Molecules 2025 dataset.

The geometry in XYZ format:
```
99
Properties=species:S:1:pos:R:3:forces:R:3
Gd 0.572352 -0.328576 -0.095763 3.6 6.5 3.5
C -1.023048 -1.034176 1.392837 -0.6 -1.5 1.1
C -0.623848 -2.094276 0.498137 -0.2 -2.2 2.5
C 1.235552 -1.463476 1.723837 -1.3 -1.1 2.7
C 0.120652 -0.601476 2.109437 0.1 -2.6 2.7
C 0.777052 -2.383976 0.747137 -1.5 -2.3 1.6
C -2.423748 -0.547776 1.591137 -0.4 -0.1 0.1
H -3.022848 -0.652076 0.682637 0.0 -0.1 0.0
H -2.446648 0.500324 1.901437 0.0 -0.6 -0.1
H -2.910648 -1.138276 2.378237 0.1 -0.1 -0.4
C 0.186352 0.455924 3.164937 0.3 -0.1 0.4
H -0.694848 1.102124 3.134837 1.1 -0.9 0.3
H 1.074252 1.078524 3.017037 0.0 0.1 0.1
H 0.241452 0.002824 4.163837 0.5 -0.1 -0.5
C 2.583152 -1.459876 2.369137 0.1 0.2 -0.3
H 2.532152 -2.010976 3.318337 0.0 0.2 -0.1
H 2.917452 -0.440076 2.568537 0.1 0.0 0.2
H 3.330652 -1.942076 1.734737 0.0 0.0 0.1
C 1.549952 -3.539176 0.190337 0.0 0.1 -0.1
H 1.434552 -4.420276 0.835437 0.0 0.2 -0.1
H 2.616452 -3.309576 0.125137 0.0 -0.1 0.0
H 1.200552 -3.819776 -0.807063 0.0 -0.1 0.1
C -1.550948 -2.962376 -0.297063 0.0 0.1 -0.2
H -1.835748 -3.846076 0.289637 0.1 0.2 -0.1
H -1.083648 -3.316676 -1.219763 -0.1 -0.1 0.0
H -2.468348 -2.433176 -0.564063 0.1 -0.1 0.1
C 0.031252 1.584924 -1.088363 -4.1 3.0 -3.3
C -1.094348 0.748824 -1.062263 -1.9 4.7 -3.2
C -1.630948 0.007124 -2.269563 0.2 -0.4 0.4
C -0.511548 -0.718676 -3.033263 0.1 0.2 0.2
C 0.601452 -1.178376 -2.095263 3.5 -0.9 -5.6
C 1.798952 -0.452676 -1.889163 -0.1 -2.5 -6.0
C 2.054452 0.901524 -2.511863 -0.1 0.4 0.8
C 0.866752 1.878724 -2.324263 -0.1 -0.4 -0.1
H -2.172548 0.704024 -2.928563 0.2 0.0 0.2
H -0.090548 -0.068776 -3.806963 0.0 -0.2 0.1
H -2.369848 -0.724876 -1.926763 0.1 0.2 0.0
H 0.219352 1.869124 -3.208663 0.1 -0.1 0.2
H 0.111052 2.317424 -0.292663 0.0 -0.4 0.7
H -1.834048 0.962624 -0.295163 0.6 -0.2 0.4
H 1.259052 2.895924 -2.238163 -0.1 -0.2 0.1
H 2.938552 1.326424 -2.032963 0.1 0.0 -0.1
H 2.694352 -1.015476 -1.631863 -0.1 -0.2 0.7
H 2.283252 0.788524 -3.583263 -0.1 -0.2 0.2
H -0.924048 -1.588876 -3.555663 0.2 0.0 0.2
H 0.666452 -2.256076 -1.976463 0.0 0.1 0.5
P 0.319152 1.058424 -6.643063 0.0 0.5 -0.5
C 0.269452 2.913924 -6.627663 -0.1 -0.1 0.0
C -1.061648 0.730424 -7.834763 0.0 0.0 0.2
P 2.668852 -0.772076 -7.444163 0.3 0.1 -0.4
C 1.762452 0.817624 -7.797163 -0.1 -0.2 0.1
C 2.120252 -1.750476 -8.923263 0.1 0.0 0.2
C 4.358452 -0.275776 -8.021563 -0.1 -0.1 -0.1
H 1.134252 3.299024 -6.078063 -0.1 0.0 -0.1
H -0.635248 3.247224 -6.108363 0.1 0.0 -0.1
H 0.273652 3.334224 -7.640763 0.0 -0.1 0.2
H -0.976948 1.345124 -8.739363 0.0 -0.1 0.2
H -2.019848 0.940124 -7.348963 0.1 -0.1 -0.1
H -1.043648 -0.325276 -8.120963 -0.1 0.1 0.0
H 4.340952 0.128124 -9.041363 0.0 -0.1 0.2
H 5.023252 -1.144976 -7.993263 -0.1 0.1 0.0
H 4.757752 0.485924 -7.345563 0.0 -0.1 -0.1
H 2.443152 1.672724 -7.683963 -0.1 -0.2 0.0
H 1.412452 0.793024 -8.838463 0.1 0.2 0.2
H 2.687952 -2.685876 -8.969063 -0.1 0.1 0.0
H 2.267252 -1.198576 -9.859563 0.0 -0.1 0.2
H 1.060352 -2.004776 -8.821563 0.1 0.0 0.0
C 1.947552 -0.586976 7.576737 0.3 0.3 0.0
C 0.735652 -1.095776 6.819337 -0.7 -0.2 -0.5
C 0.725752 -2.456976 6.492037 -0.1 0.3 0.0
C -0.288448 -2.988676 5.715537 -0.3 0.5 -0.2
C -1.292648 -2.165876 5.205537 0.1 0.4 0.2
C -1.340548 -0.774776 5.475037 0.7 0.7 -0.3
N -2.232448 0.015424 4.605837 0.9 -1.3 -0.1
C -2.582248 1.425024 4.584137 -0.1 0.8 -0.4
C -3.329948 1.710624 5.736837 0.4 0.1 -0.8
C -3.905348 2.930524 5.960137 -0.3 0.7 0.2
C -3.764248 3.928924 5.022937 0.2 -0.2 -0.2
C -3.033648 3.729924 3.843237 0.2 -0.9 0.2
C -2.385248 2.508324 3.491537 -0.3 -0.8 1.3
C -1.595848 2.653824 2.017437 1.8 2.3 -4.4
O -1.666148 3.830824 1.436637 -0.2 -4.8 3.2
O -0.865348 1.681724 1.288337 -2.8 3.7 3.3
C -0.321748 -0.234676 6.358037 0.1 -1.0 -0.5
C -0.269548 1.238324 6.669937 0.1 0.3 0.3
H 2.476152 0.171924 6.956437 -0.3 -0.3 0.6
H 1.659752 -0.144276 8.548937 0.3 -0.1 -0.5
H 2.694552 -1.389976 7.773037 -0.7 0.4 -0.2
H 1.530452 -3.113176 6.814037 -0.1 0.2 0.1
H -0.254948 -4.041076 5.454437 -0.2 0.1 0.0
H -1.999348 -2.619476 4.523637 -0.2 0.1 -0.1
H -3.010248 -0.558876 4.271137 0.6 0.3 0.3
H -3.485548 0.935524 6.486337 0.2 0.0 -0.4
H -4.478348 3.086424 6.867437 0.0 0.1 -0.1
H -4.239448 4.879624 5.216737 0.1 0.1 -0.2
H -2.999948 4.585624 3.190937 0.3 -0.2 -0.4
H -0.201648 1.828824 5.736437 -0.3 -0.1 0.5
H -1.171048 1.514824 7.246437 0.4 0.2 -0.5
H 0.596552 1.529324 7.293737 -0.4 -0.4 -0.4
```
Forces are in eV/Å.

Output
- E_LUMO (alpha / beta) (Eh) = -0.188 / -0.184
- electronic energy (eV) = -85277.65958
- energy above the lowest of the compared OMol25 structures with the same formula, charge and spin (kcal/mol) = 144.8
- spin multiplicity = 8
- total charge = +1

Here is what Löwdin gives for the atomic charges, in e: 1.583 -0.277 -0.335 -0.315 -0.267 -0.339 -0.004 0.088 0.065 0.089 -0.017 0.037 0.108 0.080 0.006 0.109 0.088 0.079 -0.005 0.111 0.084 0.077 0.003 0.112 0.080 0.077 -0.159 -0.208 -0.119 -0.131 -0.210 -0.193 -0.131 -0.122 0.147 0.061 0.106 0.110 0.125 0.120 0.135 0.123 0.144 0.135 0.137 0.103 0.780 -0.324 -0.313 0.761 -0.614 -0.325 -0.333 0.026 0.031 0.044 0.045 0.032 0.027 0.043 0.032 0.027 0.042 0.044 0.034 0.041 0.024 -0.062 -0.225 -0.079 -0.094 -0.047 -0.177 0.027 -0.158 -0.074 -0.084 -0.072 -0.041 0.025 -0.329 -0.055 -0.335 -0.174 -0.036 0.089 0.089 0.082 0.105 0.102 0.100 0.117 0.126 0.112 0.106 0.104 0.088 0.085 0.076

Record 3
The following is a quantum chemistry calculation of a 2-piece molecular cluster, C4H6O2 overall, from the Open Molecules 2025 dataset.

The geometry in XYZ format:
```
12
Properties=species:S:1:pos:R:3:forces:R:3
O -1.070905 0.250873 -1.490795 0.0 0.2 -0.1
C -0.767615 1.348335 -0.786408 0.2 0.3 0.0
C 1.336197 -0.987298 0.539507 -0.2 0.0 0.0
C 0.144428 -1.507669 0.847533 0.1 0.1 0.0
C 0.225443 1.395467 0.240070 0.0 -0.1 0.1
O -1.143523 2.483713 -1.049295 0.0 -0.4 0.0
H -1.545784 0.535428 -2.291908 0.0 0.0 0.2
H 2.159217 -0.986580 1.250198 -0.2 0.1 -0.1
H 1.554968 -0.591422 -0.445034 0.0 -0.1 0.0
H -0.043748 -1.960763 1.817808 0.0 0.2 -0.1
H -0.664851 -1.541419 0.125705 0.1 0.0 0.1
H -0.183826 1.561334 1.242618 -0.1 -0.2 -0.1
```
Forces are in eV/Å.

Output
- E_LUMO (Eh) = -0.021
- electronic energy (eV) = -8335.75117
- energy above the lowest of the compared OMol25 structures with the same formula, charge and spin (kcal/mol) = 108.6

Here is what Löwdin gives for the atomic charges, in e: 0.095 -0.689 -0.087 -0.052 0.252 0.084 0.137 0.063 0.050 0.057 0.045 0.045

Record 4
The following is a quantum chemistry calculation of a single C4H5NO2S molecule at a distorted geometry, from the Open Molecules 2025 dataset.

The geometry in XYZ format:
```
13
Properties=species:S:1:pos:R:3:forces:R:3
C -2.087821 -0.848278 0.300655 3.5 -0.4 1.0
C -0.764699 -1.177992 0.799755 -4.9 -3.3 2.3
C -1.892570 0.232964 -0.514635 0.1 0.1 -0.9
C 0.109971 -0.282610 0.170298 5.7 0.2 1.2
N 2.063385 1.569342 0.170616 2.2 -1.6 3.5
O 2.102813 -0.754612 -1.369810 -0.1 2.0 4.2
O -0.540486 0.556867 -0.564106 -0.8 2.8 -2.2
S 1.899042 -0.111864 0.264824 -3.5 -2.5 -4.7
H -3.031641 -1.300387 0.386407 -0.8 -0.7 0.6
H -0.593756 -1.930914 1.646591 0.1 1.3 -1.7
H -2.473805 0.640222 -1.320881 -0.2 0.2 0.1
H 2.969616 1.518206 0.769581 -1.6 1.5 -1.5
H 2.239949 1.889055 -0.739301 0.5 0.4 -1.7
```
Forces are in eV/Å.

Output
- E_LUMO (alpha / beta) (Eh) = 0.020 / -0.094
- electronic energy (eV) = -20641.75920
- energy above the lowest of the compared OMol25 structures with the same formula, charge and spin (kcal/mol) = 69.4
- spin multiplicity = 3

Here is what Löwdin gives for the atomic charges, in e: -0.037 -0.025 -0.047 -0.513 -0.220 -0.558 -0.018 0.965 0.094 0.141 0.124 0.070 0.024

Record 5
The following is a quantum chemistry calculation of a 2-piece molecular cluster, C7H10N overall at a distorted geometry, from the Open Molecules 2025 dataset.

The geometry in XYZ format:
```
18
Properties=species:S:1:pos:R:3:forces:R:3
C 0.154346 -0.961035 0.085285 -0.8 -1.3 -1.3
C -0.061639 0.241874 0.741533 2.4 2.7 1.6
C -0.523910 1.563719 -0.049591 -1.3 -2.0 2.4
C -1.320449 1.048947 0.825200 0.5 0.7 -3.5
C 3.820295 -0.824751 -1.225472 -0.9 1.5 -0.2
C 3.154652 0.153339 -1.338195 1.3 -2.1 0.3
C -2.559111 0.621163 1.377429 -0.4 1.8 1.4
N -0.409103 -1.186251 -1.090421 0.8 -0.2 2.4
H 0.717962 -1.723308 0.616115 0.3 -0.1 -0.6
H 0.569698 0.436540 1.628157 0.0 -0.5 -0.7
H -0.293992 2.209944 -0.841026 0.6 0.7 -0.7
H 4.596593 -1.453297 -1.144845 2.1 -2.2 0.2
H 2.407810 0.798952 -1.376173 -2.5 2.8 -0.3
H -3.346230 1.337774 1.368541 -0.2 1.4 0.4
H -2.272293 0.383224 2.377864 -0.9 -1.1 0.8
H -3.046213 -0.043623 0.746601 -0.3 -2.5 -0.7
H -0.482389 -2.112116 -1.467607 0.1 -0.2 -0.4
H -1.106025 -0.491095 -1.233394 -0.7 0.4 -1.3
```
Forces are in eV/Å.

Output
- E_LUMO (Eh) = -0.179
- electronic energy (eV) = -8898.69425
- energy above the lowest of the compared OMol25 structures with the same formula, charge and spin (kcal/mol) = 113.0
- total charge = +1

Here is what Löwdin gives for the atomic charges, in e: -0.032 -0.176 0.170 -0.216 0.045 0.027 0.004 0.234 0.161 0.151 0.113 -0.007 -0.036 0.101 0.109 0.089 0.147 0.117

Record 6
The following is a quantum chemistry calculation of C18H31BIIrN4O3 as an isolated structure at a distorted geometry, from the Open Molecules 2025 dataset.

The geometry in XYZ format:
```
59
Properties=species:S:1:pos:R:3:forces:R:3
C 1.268391 0.227038 2.679009 -0.1 -0.4 0.6
I 2.384953 1.233106 -0.296184 0.3 0.5 -0.8
H 1.054065 0.055699 3.738681 0.1 0.0 0.1
H 1.230693 1.283974 2.418719 0.0 -0.1 0.1
H 2.280607 -0.121449 2.447284 -0.1 0.1 0.1
C 1.578740 -2.795565 -2.786809 0.0 0.1 0.5
C 2.203946 -3.310865 -1.699043 -0.4 0.4 -0.2
N 1.803490 -2.550599 -0.609188 -0.2 0.0 0.0
C 0.929651 -1.570803 -0.978768 0.4 -0.2 -0.5
N 0.805999 -1.739981 -2.330793 0.3 0.1 0.2
H 1.607929 -3.079609 -3.826225 0.0 0.0 0.1
H 2.883508 -4.141279 -1.596280 -0.1 0.1 0.0
C -2.217398 3.637905 0.340318 0.2 -0.4 0.3
C -1.061902 1.685613 0.579491 -0.7 0.2 -0.4
N -1.377205 2.716947 -0.265466 -0.1 0.0 0.3
H -3.020423 3.600151 2.409360 0.1 0.0 -0.1
N -1.735045 2.000796 1.730188 0.1 0.1 -0.1
H -2.575979 4.513643 -0.176158 0.1 -0.1 0.1
Ir 0.000000 0.000000 0.000000 -1.7 -1.1 -1.3
C 0.302645 -0.605981 1.837258 1.6 0.4 1.4
O -0.226873 -1.595657 2.283941 -0.5 -0.8 0.7
C -2.437083 3.190037 1.600809 0.2 0.0 -0.4
C -1.826000 1.158007 2.921332 0.0 0.1 -0.3
H -2.680571 1.493581 3.511504 0.1 0.0 -0.1
H -0.916622 1.232395 3.522662 -0.2 -0.1 -0.1
H -1.995361 0.128221 2.607355 0.1 0.1 0.2
C -1.046946 2.754094 -1.687837 0.0 0.0 0.2
H -0.920024 3.794279 -1.994554 0.0 -0.1 0.0
H -1.852869 2.291877 -2.266722 0.1 0.0 0.1
H -0.110893 2.215029 -1.843171 -0.1 0.1 0.0
C 0.084635 -0.817607 -3.202823 0.1 -0.3 -0.4
H 0.768742 -0.407345 -3.952266 0.0 0.0 0.2
H -0.336839 -0.014763 -2.592181 0.1 -0.2 -0.1
H -0.724696 -1.359778 -3.695325 0.0 0.1 0.0
C 2.348132 -2.737882 0.733960 -0.2 0.1 -0.2
H 2.668832 -1.766848 1.115763 0.0 -0.1 0.0
H 3.213910 -3.397446 0.656765 -0.1 0.1 0.0
H 1.598659 -3.168087 1.397812 0.0 0.1 0.0
C -3.879961 -2.458791 -3.179925 0.1 0.0 -0.1
C -3.481565 -2.022679 -1.753796 -1.9 -1.0 -0.8
C -4.742752 -1.426630 -1.073664 -0.2 -0.2 0.1
O -2.523988 -0.997369 -1.823833 2.1 -0.9 2.8
B -1.710101 -1.279207 -0.638624 0.3 0.9 -0.2
O -2.027255 -2.531832 0.052532 0.8 3.3 -1.5
C -2.809670 -3.183766 -0.913288 -1.2 -1.6 -0.7
C -3.831658 -4.106757 -0.217194 -0.2 0.1 0.2
C -1.871829 -4.095895 -1.752433 -0.1 -0.1 -0.3
H -4.324323 -1.605074 -3.735137 0.2 -0.5 0.4
H -4.620750 -3.285481 -3.145922 0.4 0.4 -0.1
H -2.995414 -2.789407 -3.762941 -0.5 0.1 0.3
H -5.112959 -0.554694 -1.654722 0.4 -0.5 0.3
H -5.565217 -2.171202 -1.028348 0.4 0.4 0.0
H -4.514223 -1.078216 -0.043975 -0.1 -0.2 -0.5
H -4.478097 -4.611559 -0.966869 0.3 0.3 0.4
H -3.305387 -4.884744 0.377053 -0.2 0.4 -0.5
H -4.470233 -3.543955 0.493575 0.3 -0.3 -0.4
H -1.108773 -3.505917 -2.290516 -0.3 -0.2 0.2
H -1.342061 -4.814816 -1.090351 -0.4 0.5 -0.3
H -2.444813 -4.685434 -2.499032 0.3 0.3 0.4
```
Forces are in eV/Å.

Output
- E_LUMO (alpha / beta) (Eh) = 0.133 / 0.117
- electronic energy (eV) = -42885.72191
- spin multiplicity = 5
- total charge = -2

Here is what Löwdin gives for the atomic charges, in e: -0.206 -0.411 0.066 0.008 0.027 -0.076 -0.066 -0.104 -0.377 -0.137 0.109 0.108 -0.077 -0.287 -0.134 0.105 -0.118 0.108 0.843 -0.715 -0.037 -0.082 -0.026 0.083 0.078 0.086 -0.069 0.079 0.090 0.006 -0.064 0.089 0.026 0.080 -0.033 0.053 0.082 0.089 -0.185 -0.521 -0.118 0.005 -0.488 0.041 -0.515 -0.128 -0.056 0.058 0.044 0.052 0.070 0.050 0.082 0.054 0.077 0.066 0.070 0.089 0.059

Record 7
The following is a quantum chemistry calculation of an isolated ion of composition C3H4FO2S and charge -1 at a distorted geometry, from the Open Molecules 2025 dataset.

The geometry in XYZ format:
```
11
Properties=species:S:1:pos:R:3:forces:R:3
C -1.306140 0.564862 -0.274705 1.7 -0.3 0.2
C -0.853590 -0.788590 0.192359 1.2 -0.2 -0.4
C 0.453093 -1.194025 -0.057542 -1.2 -0.2 0.8
O 1.033261 -2.222496 0.201954 0.8 -0.2 -0.2
O 1.382858 -0.131854 -0.812175 -0.4 0.8 0.5
S 1.562101 1.274944 -0.067562 1.6 -1.2 0.4
F 3.020465 1.068219 0.854394 -1.1 0.1 -0.9
H -0.542945 1.210407 0.195720 -0.8 0.7 -0.7
H -1.272675 0.642852 -1.368546 -0.1 0.2 0.2
H -2.221774 0.922087 0.100615 -1.5 0.1 0.4
H -1.254656 -1.346402 1.035487 -0.4 0.2 -0.4
```
Forces are in eV/Å.

Output
- E_LUMO (Eh) = 0.133
- electronic energy (eV) = -20822.59232
- energy above the lowest of the compared OMol25 structures with the same formula, charge and spin (kcal/mol) = 53.6
- SMILES = C/C=C(/[O-])OSF
- total charge = -1

Here is what Löwdin gives for the atomic charges, in e: -0.214 -0.195 -0.570 -0.027 -0.500 0.908 -0.520 -0.046 0.065 0.034 0.067